Density functional theory data (wB97M-V/def2-TZVPD) for a 2-piece molecular cluster, C5H14NO overall.

```
! wB97M-V def2-TZVPD RIJCOSX def2/J DEFGRID3
* xyz 1 1
C 2.507 -0.288 2.079
C 1.373 0.145 1.318
C 1.569 -0.010 -0.239
C 0.347 0.261 -1.228
C -0.678 -0.692 -1.143
N -2.014 -0.430 -1.730
H 3.495 0.223 1.899
H 2.759 -1.423 1.940
H 2.554 -0.047 3.217
H 1.133 1.244 1.566
H 0.349 -0.452 1.511
H 1.708 -1.094 -0.305
H 2.595 0.385 -0.519
H 0.470 0.986 -2.171
H -0.554 -1.668 -0.686
H -2.277 0.235 -0.967
H -2.593 -1.317 -1.698
H -1.989 0.184 -2.624
H -2.448 0.416 1.340
H -2.757 1.726 0.846
O -2.382 0.889 0.505
*
```

HOMO-LUMO gap: 10.2 eV
E: -328.5609 Ha
molecular weight: 104.2 u
relative energy (zero: lowest compared OMol25 entry of this formula, charge and spin): 78.7 kcal per mole
LUMO level: -0.1229 Ha

=====

Density functional theory data (wB97M-V/def2-TZVPD) for C22H19B2F4N8ORu as an isolated structure.

```
! wB97M-V def2-TZVPD RIJCOSX def2/J DEFGRID3
* xyz -1 1
Ru -0.164 0.128 -0.012
B 1.987 1.170 2.525
N 0.789 0.245 2.893
C 0.545 -0.250 4.112
C -0.669 -0.905 4.095
C -1.118 -0.754 2.786
N -0.241 -0.052 2.067
N 2.697 0.589 1.266
C 4.016 0.469 1.062
C 4.226 0.081 -0.249
C 2.939 -0.014 -0.782
N 2.032 0.287 0.146
H 1.592 2.284 2.295
H 2.776 1.121 3.446
H 1.257 -0.094 4.904
H -1.158 -1.417 4.905
H -2.021 -1.107 2.329
H 4.707 0.685 1.858
H 5.163 -0.090 -0.748
H 2.632 -0.274 -1.781
F 0.941 2.838 -0.118
C -0.296 2.190 -0.049
F -0.920 2.789 1.047
H -0.841 2.571 -0.919
O 0.182 0.139 -2.017
N -0.187 -0.770 -2.820
C 0.411 -0.830 -4.038
C 1.361 0.178 -4.353
N 2.143 0.968 -4.657
C 0.202 -1.864 -4.991
N 0.122 -2.635 -5.846
C -1.964 -3.796 -3.344
C -1.976 -2.467 -3.282
C -1.156 -1.743 -2.271
C -0.462 -2.617 -1.258
C -0.340 -4.032 -1.543
C -1.066 -4.583 -2.525
N -0.074 -2.021 -0.169
C 0.423 -2.843 0.890
C -0.429 -3.739 1.531
C 0.030 -4.502 2.592
C 1.345 -4.378 3.020
C 2.190 -3.482 2.382
C 1.734 -2.710 1.323
H -2.590 -4.305 -4.065
H -2.610 -1.875 -3.928
H -1.767 -1.057 -1.620
H 0.318 -4.632 -0.932
H -0.985 -5.645 -2.719
H -1.459 -3.805 1.203
H -0.645 -5.183 3.094
H 1.704 -4.963 3.857
H 3.213 -3.369 2.716
H 2.389 -2.008 0.834
F -2.851 1.073 -1.084
B -2.223 0.406 -0.067
F -3.175 -0.102 0.761
*
```

HOMO-LUMO gap (spin up / spin down): 5.7 / 5.7 eV
E: -1907.2067 Ha
molecular weight: 610.1 u
relative energy (zero: lowest compared OMol25 entry of this formula, charge and spin): 73.9 kcal per mole
LUMO level (spin up / spin down): 0.0390 / 0.0391 Ha

=====

Density functional theory data (wB97M-V/def2-TZVPD) for C36H33CuFN2O2PSSe as an isolated structure.

```
! wB97M-V def2-TZVPD RIJCOSX def2/J DEFGRID3
* xyz -1 2
Cu 0.247 1.421 -0.962
C -0.959 4.517 -0.063
C -0.204 3.954 1.137
C 1.298 3.904 0.872
C -0.765 2.601 1.599
C -2.124 2.746 2.297
O -2.984 1.808 1.646
C -2.264 1.201 0.659
N -1.035 1.630 0.529
C -2.973 0.235 -0.109
C -4.395 0.340 -0.144
C -5.154 -0.369 -1.024
C -4.536 -1.262 -1.950
C -3.186 -1.468 -1.871
C -2.362 -0.792 -0.936
P -0.886 -1.671 -0.577
C -1.269 -3.123 0.456
C -0.216 -3.822 1.047
C -0.478 -4.894 1.885
C -1.790 -5.259 2.155
C -2.841 -4.553 1.586
C -2.583 -3.486 0.738
C -0.297 -2.304 -2.169
C -0.017 -1.377 -3.171
C 0.550 -1.792 -4.363
C 0.824 -3.138 -4.570
C 0.538 -4.066 -3.580
C -0.015 -3.649 -2.376
H -0.612 5.526 -0.294
H -2.036 4.561 0.115
H -0.792 3.890 -0.941
H -0.362 4.622 1.995
H 1.527 3.296 -0.007
H 1.831 3.481 1.727
H 1.687 4.908 0.687
H -0.040 2.173 2.298
H -2.551 3.746 2.184
H -2.071 2.494 3.354
H -4.860 1.051 0.525
H -6.228 -0.234 -1.039
H -5.129 -1.793 -2.683
H -2.735 -2.207 -2.525
H 0.803 -3.497 0.869
H 0.342 -5.427 2.349
H -1.993 -6.086 2.824
H -3.864 -4.826 1.813
H -3.398 -2.919 0.305
H -0.215 -0.326 -3.001
H 0.789 -1.058 -5.123
H 1.268 -3.464 -5.502
H 0.752 -5.115 -3.740
H -0.233 -4.372 -1.600
O 2.239 -1.001 1.725
S 0.990 -0.324 1.355
N 0.404 -1.020 0.076
F 4.047 2.363 -5.677
C 3.199 2.164 -4.624
C 3.699 1.639 -3.453
C 2.820 1.436 -2.392
C 1.452 1.744 -2.456
C 1.019 2.278 -3.680
C 1.869 2.491 -4.765
H 4.751 1.390 -3.381
H 3.225 1.007 -1.480
H -0.027 2.540 -3.807
H 1.511 2.903 -5.701
Se -0.639 -1.021 3.038
C -0.057 0.220 4.368
C 1.281 0.598 4.485
C 1.657 1.529 5.443
C 0.719 2.069 6.313
C -0.607 1.671 6.217
C -0.996 0.761 5.245
H 2.022 0.159 3.829
H 2.696 1.828 5.514
H 1.018 2.791 7.061
H -1.348 2.083 6.892
H -2.036 0.472 5.147
*
```

HOMO-LUMO gap (spin up / spin down): 5.1 / 7.5 eV
E: -6532.9793 Ha
molecular weight: 750.2 u
expectation value of S²: 0.762
relative energy (zero: lowest compared OMol25 entry of this formula, charge and spin): 0.7 kcal per mole
LUMO level (spin up / spin down): 0.0945 / 0.0945 Ha

=====

Density functional theory data (wB97M-V/def2-TZVPD) for the molecule C4H6FN.

```
! wB97M-V def2-TZVPD RIJCOSX def2/J DEFGRID3
* xyz 0 1
C -0.116 1.356 0.177
C -1.061 -0.116 0.161
C -0.144 -1.360 -0.077
F -1.643 -0.280 1.375
C -2.005 0.033 -0.840
N -2.823 0.213 -1.614
H 0.287 1.270 1.130
H 0.598 1.155 -0.712
H -0.718 2.327 0.233
H -0.399 -2.362 0.304
H 0.784 -1.017 0.502
H -0.081 -1.643 -1.143
*
```

HOMO-LUMO gap: 12.1 eV
SMILES: CC(C)(F)C#N
E: -310.5707 Ha
molecular weight: 87.1 u
relative energy (zero: lowest compared OMol25 entry of this formula, charge and spin): 29.4 kcal per mole
LUMO level: 0.0312 Ha

=====

Density functional theory data (wB97M-V/def2-TZVPD) for C27H38BrInN6O3SSi2Te as an isolated structure.

```
! wB97M-V def2-TZVPD RIJCOSX def2/J DEFGRID3
* xyz -2 1
In -0.530 -0.241 -1.312
O -0.020 -0.211 3.860
C -0.052 0.207 2.694
O -0.028 -0.491 1.635
C -0.099 1.723 2.472
C -0.316 2.587 3.540
C -0.331 3.951 3.306
C -0.105 4.404 2.014
C 0.127 3.467 1.017
N 0.128 2.157 1.232
H -0.471 2.168 4.524
H -0.521 4.655 4.108
H -0.103 5.461 1.777
H 0.337 3.781 -0.001
C -3.834 1.996 -1.476
Si -2.754 0.809 -0.413
C -3.034 1.522 1.340
C -3.816 -0.800 -0.321
C -5.202 -0.647 -0.199
C -6.073 -1.723 -0.159
C -5.559 -3.010 -0.246
C -4.188 -3.182 -0.344
C -3.295 -2.106 -0.378
Si -1.413 -2.546 -0.413
C -1.222 -4.012 -1.646
C -1.330 -3.437 1.289
H -4.821 2.161 -1.037
H -3.962 1.592 -2.483
H -3.349 2.971 -1.560
H -4.098 1.519 1.594
H -2.668 2.550 1.417
H -2.511 0.923 2.085
H -5.617 0.353 -0.126
H -7.142 -1.561 -0.065
H -6.225 -3.867 -0.221
H -3.799 -4.195 -0.401
H -1.540 -4.971 -1.225
H -0.173 -4.098 -1.942
H -1.795 -3.820 -2.554
H -2.254 -3.989 1.475
H -1.205 -2.717 2.098
H -0.499 -4.146 1.324
C 3.489 -5.253 1.515
N 2.981 -4.352 0.519
C 3.477 -4.407 -0.829
C 3.127 -2.985 -1.346
O 3.404 -2.612 -2.466
N 2.540 -2.290 -0.334
C 2.514 -3.075 0.745
N 2.109 -2.679 1.934
H 3.374 -6.278 1.159
H 2.928 -5.154 2.443
H 4.553 -5.072 1.723
H 2.973 -5.178 -1.418
H 4.560 -4.565 -0.875
H 1.412 -1.869 1.962
H 2.012 -3.374 2.653
C 2.087 5.722 -2.925
C 1.195 4.515 -2.805
C -0.184 4.613 -2.972
C -0.900 3.435 -2.815
N -0.332 2.290 -2.490
C 1.014 2.262 -2.379
S 1.788 0.772 -2.068
N 1.788 3.363 -2.539
H 1.845 6.290 -3.825
H 3.124 5.395 -2.962
H 1.955 6.377 -2.061
H -0.667 5.548 -3.227
H -1.975 3.398 -2.962
C 4.153 2.188 1.796
Te 3.352 0.310 1.042
C 4.913 0.202 -0.437
H 3.922 2.997 1.104
H 5.232 2.136 1.939
H 3.677 2.398 2.753
H 5.901 0.086 0.007
H 4.885 1.093 -1.061
H 4.680 -0.658 -1.062
Br -1.544 -0.776 -3.720
*
```

HOMO-LUMO gap: 5.3 eV
E: -5615.4470 Ha
molecular weight: 905.2 u
relative energy (zero: lowest compared OMol25 entry of this formula, charge and spin): 40.2 kcal per mole
LUMO level: 0.1444 Ha

=====

Density functional theory data (wB97M-V/def2-TZVPD) for C17H17BCoN8O6 as an isolated structure.

```
! wB97M-V def2-TZVPD RIJCOSX def2/J DEFGRID3
* xyz 0 4
H -0.467 2.714 0.076
N 0.051 1.512 -1.580
B 0.828 0.645 -3.806
N 0.662 1.792 -2.787
C 0.992 3.099 -2.834
Co -0.634 -0.200 -1.090
H 1.470 3.502 -3.716
C 0.595 3.697 -1.643
H 0.719 4.721 -1.344
C -0.008 2.676 -0.893
H 1.295 0.989 -4.856
C -0.961 -1.897 -0.629
H -1.260 -1.607 0.390
H -0.150 -2.578 -0.621
H -1.825 -2.168 -1.226
N -0.596 0.043 -3.896
N 1.642 -0.447 -3.055
N -1.172 -0.426 -2.721
N 1.176 -0.906 -1.836
C -1.470 -0.082 -4.908
C 2.837 -1.016 -3.325
H -1.143 0.219 -5.905
H 3.332 -0.788 -4.254
C -2.666 -0.598 -4.397
C 3.177 -1.835 -2.259
C -2.463 -0.759 -3.033
C 2.130 -1.719 -1.328
H -3.568 -0.834 -4.940
H 4.058 -2.440 -2.147
H -3.087 -1.104 -2.222
H 2.017 -2.155 -0.343
H -1.970 0.476 -0.764
O -1.443 1.350 1.272
C -0.504 0.548 1.512
O 0.312 -0.029 0.681
C -0.265 0.216 2.961
C 0.478 -0.901 3.356
C 0.553 -1.255 4.723
C -0.052 -0.469 5.712
C -0.768 0.667 5.309
C -0.893 0.996 3.941
N -1.378 1.504 6.314
O -1.248 1.191 7.518
O -2.015 2.513 5.945
N 1.213 -2.481 5.102
O 1.708 -3.197 4.205
O 1.254 -2.786 6.313
H 0.974 -1.510 2.607
H 0.025 -0.739 6.763
H -1.492 1.857 3.658
*
```

HOMO-LUMO gap (spin up / spin down): 6.9 / 7.8 eV
E: -2954.8338 Ha
molecular weight: 499.1 u
expectation value of S²: 3.791
LUMO level (spin up / spin down): -0.0421 / -0.0619 Ha

=====

Density functional theory data (wB97M-V/def2-TZVPD) for the molecule C13H20N2O6.

```
! wB97M-V def2-TZVPD RIJCOSX def2/J DEFGRID3
* xyz 0 1
O -6.772 -0.331 -0.998
N -5.875 0.421 -0.672
O -5.953 1.633 -0.697
C -4.644 -0.161 -0.229
C -3.589 0.661 0.150
C -2.399 0.111 0.581
C -2.260 -1.276 0.636
O -1.157 -1.941 1.050
C -0.013 -1.238 1.507
C 0.854 -0.758 0.334
O 1.079 -1.833 -0.562
C 2.208 -0.228 0.868
N 2.884 0.758 0.060
C 3.116 0.367 -1.318
C 4.249 -0.660 -1.442
O 3.954 -1.927 -0.915
C 2.530 2.137 0.283
C 1.100 2.590 -0.082
O 0.133 2.202 0.873
C -3.328 -2.097 0.246
C -4.512 -1.547 -0.183
H -3.713 1.732 0.100
H -1.592 0.772 0.853
H 0.546 -1.975 2.090
H -0.291 -0.399 2.150
H 0.316 0.035 -0.202
H 0.324 -2.434 -0.505
H 2.047 0.205 1.857
H 2.873 -1.089 0.973
H 3.414 1.255 -1.880
H 2.216 -0.050 -1.795
H 5.131 -0.301 -0.905
H 4.503 -0.752 -2.511
H 3.017 -2.114 -1.075
H 3.233 2.751 -0.286
H 2.692 2.350 1.347
H 0.787 2.144 -1.028
H 1.090 3.682 -0.199
H 0.342 2.637 1.708
H -3.197 -3.166 0.297
H -5.342 -2.167 -0.483
*
```

HOMO-LUMO gap: 8.1 eV
SMILES: O=[N+]([O-])c1ccc(OC[C@H](O)CN(CCO)CCO)cc1
E: -1068.1905 Ha
molecular weight: 300.3 u
relative energy (zero: lowest compared OMol25 entry of this formula, charge and spin): 116.0 kcal per mole
LUMO level: -0.0109 Ha

=====

Density functional theory data (wB97M-V/def2-TZVPD) for a 2-piece molecular cluster, C26H34Br2F6O3P overall.

```
! wB97M-V def2-TZVPD RIJCOSX def2/J DEFGRID3
* xyz -1 1
C 3.624 -0.103 4.581
O 4.290 1.119 4.174
C 4.039 1.402 2.769
C 5.091 0.712 1.771
C 4.661 0.765 0.207
C 3.396 1.720 -0.088
C 3.158 2.024 -1.651
C 1.604 2.125 -2.067
C 0.757 3.121 -1.094
C -0.407 3.863 -1.915
C -0.844 5.288 -1.330
C -1.586 5.239 0.089
C -2.841 4.245 0.157
C -3.315 3.928 1.691
C -3.496 2.344 1.770
C -4.709 1.648 1.467
C -4.715 0.036 1.549
O -5.731 -0.609 1.906
C -3.327 -0.653 1.103
C -3.220 -1.985 0.332
C -1.794 -2.509 -0.070
C -1.561 -3.848 -0.909
Br -0.788 -3.596 -2.727
C -1.837 -5.157 -0.447
C -2.471 -5.418 0.997
Br -1.400 -6.658 -1.700
C -0.483 -1.724 0.303
C -0.587 -0.389 1.077
C -1.999 0.109 1.448
C -2.179 1.517 2.211
O -1.362 1.946 3.070
H 3.776 -0.270 5.699
H 2.504 0.011 4.379
H 4.091 -0.979 4.003
H 2.977 1.046 2.543
H 4.114 2.548 2.654
H 5.202 -0.388 2.109
H 6.097 1.237 1.904
H 4.465 -0.331 -0.101
H 5.594 1.090 -0.371
H 3.642 2.736 0.404
H 2.473 1.244 0.410
H 3.690 3.010 -1.889
H 3.627 1.150 -2.234
H 1.586 2.482 -3.159
H 1.178 1.052 -2.048
H 0.236 2.417 -0.341
H 1.426 3.848 -0.521
H 0.023 4.066 -2.971
H -1.261 3.121 -2.069
H 0.106 5.932 -1.275
H -1.547 5.841 -2.062
H -2.010 6.303 0.269
H -0.867 5.064 0.978
H -3.758 4.651 -0.397
H -2.531 3.236 -0.316
H -2.409 4.183 2.363
H -4.229 4.528 2.007
H -5.649 2.244 1.171
H -4.172 -2.545 0.041
H -3.551 -5.010 0.976
H -1.840 -4.849 1.756
H -2.472 -6.559 1.172
H 0.532 -2.118 -0.020
H 0.298 0.257 1.376
F 1.137 -7.844 -5.386
P -0.187 -8.679 -5.018
F -0.853 -10.138 -5.139
F -0.300 -7.728 -3.720
F 0.764 -9.617 -4.122
F -0.187 -8.650 -6.626
F -1.683 -8.094 -5.101
*
```

HOMO-LUMO gap: 6.9 eV
E: -7325.2719 Ha
molecular weight: 699.3 u
LUMO level: 0.0043 Ha

=====

Density functional theory data (wB97M-V/def2-TZVPD) for the molecule C21H23N3O6.

```
! wB97M-V def2-TZVPD RIJCOSX def2/J DEFGRID3
* xyz 0 1
C 1.977 4.237 -1.212
C 1.496 2.986 -1.951
C 1.225 3.362 -3.414
C 2.613 1.935 -1.879
C 0.230 2.404 -1.346
C -0.424 2.976 -0.261
C -1.564 2.400 0.268
C -2.088 1.226 -0.262
C -3.276 0.641 0.411
O -4.026 1.286 1.115
N -3.476 -0.689 0.183
C -4.459 -1.427 0.927
C -3.912 -2.663 1.607
O -4.511 -3.341 2.392
O -2.662 -2.946 1.188
C -2.059 -4.120 1.713
C -0.544 -4.085 1.529
O 0.106 -5.102 1.490
N -0.061 -2.814 1.444
C 1.242 -2.391 1.278
C 2.283 -3.298 1.047
C 3.582 -2.869 0.881
C 3.898 -1.516 0.945
C 2.895 -0.605 1.176
C 1.569 -1.017 1.338
N 0.612 0.014 1.586
O 1.014 1.148 1.712
O -0.575 -0.286 1.668
C -1.455 0.661 -1.366
C -0.319 1.244 -1.891
H 2.896 4.598 -1.670
H 1.239 5.033 -1.270
H 2.183 4.016 -0.168
H 0.415 4.085 -3.472
H 2.114 3.804 -3.858
H 0.947 2.492 -4.003
H 3.532 2.335 -2.303
H 2.800 1.666 -0.842
H 2.352 1.032 -2.425
H -0.048 3.875 0.197
H -2.060 2.842 1.118
H -2.769 -1.223 -0.294
H -5.287 -1.754 0.282
H -4.879 -0.749 1.681
H -2.294 -4.215 2.782
H -2.454 -5.008 1.209
H -0.741 -2.052 1.539
H 2.047 -4.348 1.007
H 4.359 -3.597 0.703
H 4.916 -1.184 0.818
H 3.107 0.451 1.245
H -1.852 -0.226 -1.843
H 0.146 0.777 -2.747
*
```

HOMO-LUMO gap: 8.2 eV
SMILES: CC(C)(C)c1ccc(C(=O)NCC(=O)OCC(=O)Nc2ccccc2[N+](=O)[O-])cc1
E: -1429.7210 Ha
molecular weight: 413.4 u
relative energy (zero: lowest compared OMol25 entry of this formula, charge and spin): 62.1 kcal per mole
LUMO level: -0.0349 Ha

=====

Please write out number 8 again, unchanged.
Density functional theory data (wB97M-V/def2-TZVPD) for a 2-piece molecular cluster, C26H34Br2F6O3P overall.

```
! wB97M-V def2-TZVPD RIJCOSX def2/J DEFGRID3
* xyz -1 1
C 3.624 -0.103 4.581
O 4.290 1.119 4.174
C 4.039 1.402 2.769
C 5.091 0.712 1.771
C 4.661 0.765 0.207
C 3.396 1.720 -0.088
C 3.158 2.024 -1.651
C 1.604 2.125 -2.067
C 0.757 3.121 -1.094
C -0.407 3.863 -1.915
C -0.844 5.288 -1.330
C -1.586 5.239 0.089
C -2.841 4.245 0.157
C -3.315 3.928 1.691
C -3.496 2.344 1.770
C -4.709 1.648 1.467
C -4.715 0.036 1.549
O -5.731 -0.609 1.906
C -3.327 -0.653 1.103
C -3.220 -1.985 0.332
C -1.794 -2.509 -0.070
C -1.561 -3.848 -0.909
Br -0.788 -3.596 -2.727
C -1.837 -5.157 -0.447
C -2.471 -5.418 0.997
Br -1.400 -6.658 -1.700
C -0.483 -1.724 0.303
C -0.587 -0.389 1.077
C -1.999 0.109 1.448
C -2.179 1.517 2.211
O -1.362 1.946 3.070
H 3.776 -0.270 5.699
H 2.504 0.011 4.379
H 4.091 -0.979 4.003
H 2.977 1.046 2.543
H 4.114 2.548 2.654
H 5.202 -0.388 2.109
H 6.097 1.237 1.904
H 4.465 -0.331 -0.101
H 5.594 1.090 -0.371
H 3.642 2.736 0.404
H 2.473 1.244 0.410
H 3.690 3.010 -1.889
H 3.627 1.150 -2.234
H 1.586 2.482 -3.159
H 1.178 1.052 -2.048
H 0.236 2.417 -0.341
H 1.426 3.848 -0.521
H 0.023 4.066 -2.971
H -1.261 3.121 -2.069
H 0.106 5.932 -1.275
H -1.547 5.841 -2.062
H -2.010 6.303 0.269
H -0.867 5.064 0.978
H -3.758 4.651 -0.397
H -2.531 3.236 -0.316
H -2.409 4.183 2.363
H -4.229 4.528 2.007
H -5.649 2.244 1.171
H -4.172 -2.545 0.041
H -3.551 -5.010 0.976
H -1.840 -4.849 1.756
H -2.472 -6.559 1.172
H 0.532 -2.118 -0.020
H 0.298 0.257 1.376
F 1.137 -7.844 -5.386
P -0.187 -8.679 -5.018
F -0.853 -10.138 -5.139
F -0.300 -7.728 -3.720
F 0.764 -9.617 -4.122
F -0.187 -8.650 -6.626
F -1.683 -8.094 -5.101
*
```

HOMO-LUMO gap: 6.9 eV
E: -7325.2719 Ha
molecular weight: 699.3 u
LUMO level: 0.0043 Ha

=====

The highest molecular weight belongs to which entry? C27H38BrInN6O3SSi2Te

=====

The highest E belongs to which entry? C4H6FN

=====

Look up the molecular weight of the third one. 750.2 u